C3H9NO2 as an isolated structure in a non-equilibrium geometry. Source: OMol25; level of theory: ωB97M-V/def2-TZVPD.

The geometry in XYZ format:
```
15
Properties=species:S:1:pos:R:3:forces:R:3:nbo_charge:R:1
O 0.784462 -0.890413 -2.442018 0.5 -0.1 -0.1 -0.72
O 0.384153 0.314027 1.893728 0.7 0.5 -0.6 -0.54
N -0.408217 1.116446 2.742423 0.8 0.4 -0.4 -0.50
C -0.195878 -0.752058 0.064938 -0.3 0.5 -6.0 -0.39
C 0.585927 0.445465 0.070643 0.0 0.6 5.5 -0.08
C -0.344697 -0.488808 -1.735990 -1.3 -2.3 1.6 -0.08
H 1.659859 0.328567 -0.002882 -0.1 0.0 -0.3 0.22
H 0.225151 1.422815 -0.233047 -0.3 -0.2 0.1 0.20
H -1.213715 -1.130501 -1.908156 0.0 0.0 -0.5 0.16
H 0.197295 1.887908 3.029572 -0.4 0.0 0.0 0.32
H -1.200456 1.518399 2.239501 0.1 -0.1 -0.1 0.31
H 0.358968 -1.679424 0.140255 0.0 0.0 0.3 0.22
H -1.204394 -0.792391 0.455141 0.1 0.3 0.1 0.23
H 0.979720 -1.814037 -2.248966 -0.1 0.1 0.0 0.47
H -0.608177 0.514005 -2.065141 0.2 0.1 0.5 0.18
```
Forces are in eV/Å.

Values from the calculation:
**Relative energy (zero: lowest compared OMol25 entry of this formula, charge and spin)**: 150.3 kcal per mole
**Orbital gap**: 8.873 eV
**Spin multiplicity**: 1
**Charge**: 0
**HOMO**: -8.09 eV
**LUMO energy**: 0.79 eV